This record from the OMol25 dataset describes 7 unconnected molecules or ions with the total composition C57H53BrN3O14 at a distorted geometry. The level of theory is wB97M-V/def2-TZVPD.

Last column: Mulliken charge in e.
Positions of all 128 atoms, in Å:
C (1.5757, -1.7159, 4.6661)  -0.640
N (2.9845, -1.2711, 4.4480)  0.056
C (3.2589, -1.2211, 2.9828)  -0.766
C (3.2556, 0.0436, 5.1036)  -0.192
O (4.0597, 0.0711, 6.0725)  -0.518
C (2.5851, 1.4329, 4.5702)  0.070
C (1.1198, 1.6390, 5.1548)  0.651
C (0.9251, 1.1455, 6.6393)  -0.868
C (-0.4235, 1.3083, 7.3748)  -0.425
C (-1.5762, 2.0055, 6.5497)  -0.431
Br (-3.2760, 2.2678, 7.5048)  -0.128
C (-1.2922, 2.4552, 5.0746)  0.611
C (-2.4912, 3.1665, 4.3050)  -0.655
O (-2.1729, 4.4908, 3.7786)  -0.364
C (-2.8927, 4.5474, 2.5157)  0.740
C (-4.4591, 4.3754, 2.4323)  -0.410
C (-5.2379, 4.3864, 1.0809)  -0.411
C (-4.4923, 4.5751, -0.2935)  -0.497
C (-2.9646, 4.7921, -0.2201)  -0.338
C (-2.1754, 4.7785, 1.1446)  -0.054
N (0.0113, 2.2650, 4.4338)  0.357
C (0.2912, 2.7442, 3.0252)  -0.586
C (0.8622, 4.2480, 3.1637)  -0.009
C (2.4591, 4.3810, 3.0450)  -0.406
C (2.8925, 5.9253, 2.7330)  -0.595
C (4.2683, 5.8465, 1.8831)  -0.414
N (4.7891, 7.2361, 1.6158)  -0.544
H (1.1392, -1.3748, 5.6666)  0.281
H (1.6058, -2.8736, 4.7187)  0.306
H (0.8667, -1.4759, 3.7808)  0.156
H (2.5017, -0.5837, 2.3826)  0.283
H (3.1290, -2.2947, 2.5706)  0.254
H (4.3290, -0.9152, 2.7118)  0.308
H (2.6651, 1.3894, 3.4358)  0.185
H (3.2919, 2.2610, 4.9586)  0.318
H (1.7838, 0.6705, 7.2457)  0.404
H (-0.5639, 0.9417, 8.4474)  0.391
H (-2.7212, 2.5025, 3.3815)  0.438
H (-3.4666, 3.2459, 4.8852)  0.321
H (-5.0936, 4.1965, 3.3763)  0.224
H (-6.3658, 4.2442, 1.0437)  0.356
H (-5.0611, 4.5544, -1.2933)  0.352
H (-2.3837, 4.9680, -1.1956)  0.308
H (-1.0520, 4.9490, 1.0582)  0.025
H (0.9604, 2.0324, 2.4367)  0.478
H (-0.6799, 2.8341, 2.4007)  0.306
H (0.5824, 4.6308, 4.2202)  0.212
H (0.3950, 4.9893, 2.4330)  -0.120
H (2.9593, 3.6328, 2.3424)  0.363
H (2.8801, 4.1771, 4.1052)  0.000
H (3.0214, 6.5056, 3.7242)  0.220
H (2.1023, 6.4941, 2.1344)  0.408
H (5.0087, 5.2185, 2.5123)  0.215
H (3.9909, 5.3130, 0.8930)  0.218
H (4.0179, 7.9135, 1.5467)  0.268
H (5.4259, 7.4607, 2.3992)  0.262
C (-0.3033, -3.6653, 1.4464)  -0.194
C (-1.0687, -4.7266, 1.1902)  -0.554
C (-0.8637, -5.5441, -0.0246)  0.275
O (-1.5630, -6.5112, -0.2601)  -0.436
C (0.2227, -5.1405, -0.9425)  -0.219
C (0.9879, -4.0789, -0.6859)  -0.481
C (0.7831, -3.2619, 0.5283)  0.429
O (1.4839, -2.2923, 0.7644)  -0.512
H (-0.4398, -3.0552, 2.3306)  0.355
H (-1.8680, -5.0361, 1.8523)  0.450
H (0.3593, -5.7503, -1.8270)  0.422
H (1.7870, -3.7693, -1.3479)  0.451
C (-4.0813, -10.3131, -3.4073)  -0.390
C (-3.2126, -9.8383, -4.3007)  -0.356
C (-2.0406, -9.0416, -3.8814)  0.294
O (-1.2470, -8.6051, -4.6962)  -0.509
C (-1.8670, -8.7925, -2.4356)  -0.210
C (-2.7350, -9.2666, -1.5415)  -0.405
C (-3.9078, -10.0640, -1.9599)  0.287
O (-4.6996, -10.4988, -1.1448)  -0.554
H (-4.9456, -10.8980, -3.6970)  0.514
H (-3.3246, -10.0122, -5.3637)  0.489
H (-1.0034, -8.2077, -2.1474)  0.390
H (-2.6228, -9.0920, -0.4788)  0.432
C (0.3194, -3.9075, -7.3495)  -0.349
C (0.7414, -4.3691, -8.5273)  -0.385
C (1.0765, -5.7970, -8.7159)  0.341
O (1.4634, -6.2182, -9.7894)  -0.543
C (0.9241, -6.6923, -7.5495)  -0.410
C (0.5020, -6.2304, -6.3717)  -0.124
C (0.1671, -4.8033, -6.1833)  0.419
O (-0.2203, -4.3808, -5.1078)  -0.569
H (0.0704, -2.8652, -7.1934)  0.410
H (0.8578, -3.7269, -9.3916)  0.410
H (1.1730, -7.7346, -7.7053)  0.433
H (0.3853, -6.8727, -5.5073)  0.372
C (8.7061, 6.3124, 1.8076)  -0.388
C (7.7593, 5.4469, 1.4425)  -0.243
C (7.8532, 4.0141, 1.7941)  0.322
O (6.9891, 3.2227, 1.4593)  -0.573
C (9.0355, 3.5779, 2.5669)  -0.417
C (9.9825, 4.4431, 2.9321)  -0.375
C (9.8888, 5.8763, 2.5806)  0.330
O (10.7506, 6.6662, 2.9150)  -0.534
H (8.6536, 7.3650, 1.5581)  0.445
H (6.8866, 5.7500, 0.8768)  0.606
H (9.0877, 2.5254, 2.8164)  0.420
H (10.8550, 4.1401, 3.4976)  0.412
C (-3.2669, 9.2575, 1.6464)  -0.401
C (-3.0812, 8.2365, 0.8085)  0.126
C (-2.6002, 8.4559, -0.5725)  0.321
O (-2.4317, 7.5244, -1.3404)  -0.523
C (-2.3321, 9.8492, -0.9875)  -0.386
C (-2.5179, 10.8700, -0.1494)  -0.429
C (-2.9986, 10.6509, 1.2314)  0.295
O (-3.1663, 11.5808, 1.9969)  -0.536
H (-3.6192, 9.1154, 2.6605)  0.440
H (-3.2724, 7.2104, 1.0970)  0.285
H (-1.9800, 9.9915, -2.0016)  0.424
H (-2.3269, 11.8963, -0.4377)  0.411
C (-6.3410, -7.5647, -7.3932)  -0.379
C (-5.9671, -8.6590, -6.7290)  -0.108
C (-5.5401, -9.8809, -7.4431)  0.437
O (-5.2003, -10.8812, -6.8370)  -0.554
C (-5.5420, -9.8427, -8.9208)  -0.451
C (-5.9160, -8.7484, -9.5852)  -0.370
C (-6.3430, -7.5263, -8.8713)  0.348
O (-6.6823, -6.5271, -9.4761)  -0.543
H (-6.6573, -6.6615, -6.8865)  0.419
H (-5.9592, -8.7035, -5.6468)  0.393
H (-5.2257, -10.7460, -9.4273)  0.418
H (-5.9239, -8.7039, -10.6672)  0.407

The spin multiplicity is 1. The total charge is +1. The HOMO energy is -11.286 eV. For the HOMO-LUMO gap, the calculation gives 6.72 eV. The value obtained for the molar mass is 1083.96 g/mol.